{"formula": "H16O7S", "method": "ωB97M-V/def2-TZVPD", "symbols": ["S", "H", "H", "H", "H", "O", "H", "H", "O", "H", "H", "O", "H", "H", "O", "H", "H", "O", "H", "H", "O", "H", "H", "O"], "coordinates": [[-4.0371, 1.2896, 3.4705], [-3.0434, 0.5416, 3.9821], [-4.4182, 0.7744, 2.2253], [2.0772, 3.3305, 3.2927], [0.8202, 3.8239, 2.7456], [1.7259, 4.0021, 2.7556], [1.1272, -2.2013, -0.3424], [1.4288, -2.8279, 1.0719], [0.9734, -2.0857, 0.6169], [-0.7470, 0.4827, -0.9279], [-1.7065, 0.6593, -2.1425], [-0.6648, 0.5754, -1.9298], [-0.4469, -2.3765, -3.2459], [-1.0808, -0.8599, -2.8085], [-1.2003, -1.7283, -3.3296], [2.7338, -2.3231, -3.2602], [1.3731, -1.8548, -3.5850], [1.8923, -2.2949, -2.8758], [2.2571, 2.1226, 0.4495], [1.8426, 0.6834, -0.0094], [1.8976, 1.3034, 0.8209], [-1.6598, -0.1913, 1.3709], [-0.1687, -0.7115, 0.9133], [-0.9758, -0.1338, 0.7417]], "forces_ev_per_a": [[-0.8, 0.6, -0.5], [-0.2, -0.5, -0.8], [1.0, -0.2, 1.4], [0.9, -1.4, 1.0], [-2.3, -0.3, -0.2], [1.4, 1.7, -0.9], [0.0, -0.1, 0.6], [-0.5, 0.8, -0.6], [0.6, -0.7, -0.2], [0.2, 0.0, -1.1], [3.5, 0.1, 0.6], [-4.1, 0.3, 0.6], [-1.3, 1.5, 0.4], [0.9, -2.2, -0.7], [0.6, 0.1, 0.2], [2.2, -0.3, -0.6], [0.2, -0.2, 0.8], [-2.4, 0.6, 0.0], [-0.1, -0.1, 0.2], [0.2, 1.8, 2.4], [0.0, -1.6, -2.6], [-0.8, -0.4, 1.3], [-1.7, 0.6, 0.3], [2.3, -0.1, -1.5]], "lowdin_charge": [0.426, -0.231, -0.180, 0.010, 0.005, -0.009, 0.051, 0.080, -0.059, 0.020, 0.133, -0.142, 0.024, 0.001, -0.133, 0.008, 0.052, -0.037, 0.028, 0.080, -0.109, 0.008, 0.040, -0.066], "mol_weight_g_mol": 160.19, "smiles": "O.O.O.O.O.O.O.S", "total_energy_ev": -25426.448, "homo_ha": -0.3685}

=====

{"formula": "C22H20F2N", "method": "ωB97M-V/def2-TZVPD", "symbols": ["F", "C", "C", "C", "C", "C", "C", "C", "C", "C", "C", "C", "F", "C", "C", "C", "C", "H", "H", "H", "H", "H", "H", "H", "H", "H", "H", "H", "C", "C", "C", "C", "C", "N", "C", "C", "H", "H", "H", "H", "H", "H", "H", "H", "H"], "coordinates": [[-3.7529, 4.0679, -1.9854], [-3.7108, 2.6963, -1.8986], [-4.9067, 1.9894, -2.0061], [-4.8382, 0.5893, -1.9412], [-3.6213, -0.0652, -1.7918], [-2.4076, 0.6634, -1.6756], [-1.1473, -0.0194, -1.5932], [0.0748, 0.6349, -1.7636], [1.3090, -0.0053, -1.7394], [2.5682, 0.6662, -1.8610], [2.6611, 2.0888, -1.8945], [3.9136, 2.6800, -1.9887], [3.9827, 4.0524, -2.0396], [5.1015, 1.9554, -2.0472], [5.0094, 0.5552, -2.0212], [3.7770, -0.0789, -1.9343], [-2.4788, 2.0858, -1.7067], [-5.8472, 2.5206, -2.1289], [-5.7560, 0.0062, -2.0100], [-3.5743, -1.1569, -1.7766], [-1.1427, -1.1106, -1.6182], [0.0562, 1.6981, -2.0068], [1.3196, -1.0957, -1.6368], [1.7684, 2.7093, -1.8395], [6.0546, 2.4720, -2.1174], [5.9190, -0.0407, -2.0717], [3.7048, -1.1682, -1.9162], [-1.5847, 2.6980, -1.5954], [0.7744, -1.7274, 5.3899], [-0.1979, -2.7092, 5.1468], [-0.6698, -2.9168, 3.8455], [-0.1854, -2.1402, 2.7844], [-0.7022, -2.3545, 1.3753], [-1.4706, -1.2674, 0.8557], [0.7908, -1.1699, 3.0236], [1.2649, -0.9581, 4.3253], [1.1470, -1.5621, 6.4038], [-0.5859, -3.3126, 5.9709], [-1.4234, -3.6814, 3.6390], [0.1636, -2.5137, 0.7083], [-1.3263, -3.2563, 1.3805], [-1.1227, -0.3277, 0.9719], [-2.1065, -1.4177, 0.0906], [1.1783, -0.5816, 2.1873], [2.0205, -0.1917, 4.5073]], "forces_ev_per_a": [[0.1, -1.5, 0.2], [0.3, 1.0, 0.0], [0.5, -0.5, 0.1], [-0.1, 0.1, 0.0], [0.4, 0.1, 0.1], [-0.8, 0.5, 0.0], [0.5, 0.0, -1.1], [0.3, 0.0, 0.0], [-0.7, 0.1, -0.1], [0.9, 0.6, -0.1], [0.3, -0.3, 0.0], [-0.4, 1.0, -0.1], [-0.1, -1.5, 0.1], [-0.5, -0.5, 0.0], [0.1, 0.2, 0.0], [-0.6, 0.0, 0.1], [-0.3, -0.2, -0.1], [0.2, -0.1, 0.0], [0.3, 0.2, 0.0], [-0.1, 0.3, 0.0], [0.0, 0.4, 0.1], [0.0, -0.3, 0.4], [0.1, 0.3, 0.1], [0.4, 0.0, 0.0], [-0.2, -0.1, 0.0], [-0.2, 0.2, 0.0], [0.2, 0.3, 0.0], [-0.4, 0.0, 0.0], [-0.2, -0.1, -0.4], [0.2, 0.2, -0.2], [0.2, 0.3, 0.0], [-0.1, 0.1, 0.1], [0.6, -0.6, -0.1], [-0.9, 0.9, 0.2], [-0.1, -0.1, 0.5], [-0.2, -0.1, -0.1], [-0.1, -0.1, -0.4], [0.1, 0.2, -0.3], [0.2, 0.2, 0.2], [0.1, -0.5, 0.2], [0.2, 0.1, -0.2], [-0.1, -0.2, 0.1], [0.1, -0.1, 0.5], [0.0, -0.1, 0.3], [-0.2, -0.2, 0.0]], "lowdin_charge": [0.061, -0.214, 0.052, -0.031, -0.006, -0.202, 0.019, -0.053, 0.061, -0.197, 0.077, -0.218, 0.059, 0.049, -0.035, -0.003, 0.080, 0.138, 0.124, 0.126, 0.129, 0.099, 0.137, 0.125, 0.136, 0.122, 0.125, 0.127, -0.080, -0.071, -0.039, -0.231, -0.237, 0.023, -0.059, -0.079, 0.107, 0.109, 0.113, 0.107, 0.120, 0.081, 0.041, 0.104, 0.104], "mol_weight_g_mol": 336.40, "charge": 1, "total_energy_ev": -30055.389, "homo_ha": -0.4196}

=====

{"formula": "C4H8N2O2", "method": "ωB97M-V/def2-TZVPD", "symbols": ["C", "C", "C", "C", "H", "H", "H", "H", "H", "H", "H", "H", "N", "N", "O", "O"], "coordinates": [[2.4640, -0.0126, -0.0399], [0.2102, -0.0234, 0.4274], [-1.3421, 1.1509, -0.6743], [-1.0116, -0.2868, -0.3627], [2.7611, 1.0610, 0.0221], [2.5270, -0.3839, 0.9866], [3.1997, -0.7274, -0.6263], [0.2277, -0.7570, 1.2467], [-2.0635, 1.6190, -1.2813], [-0.7645, -0.8785, -1.2935], [-1.8771, -1.8959, 0.9526], [-2.9326, -1.0374, -0.2325], [-0.6701, 2.0187, 0.0303], [-2.1075, -0.8810, 0.4789], [1.2033, -0.2704, -0.5425], [0.1762, 1.3047, 0.9084]], "forces_ev_per_a": [[2.8, -1.4, -0.1], [0.2, -1.3, -0.4], [1.5, 1.6, 2.0], [-2.0, -0.5, -0.5], [-0.2, -0.8, -0.6], [0.0, 0.0, 0.2], [-1.2, 2.0, 0.9], [0.7, 0.6, 0.3], [-0.9, -0.1, -1.0], [-0.2, 0.6, 1.1], [-0.4, 3.3, -2.0], [1.9, 0.1, 2.1], [-1.0, -1.7, -0.8], [-1.2, -2.5, -1.1], [-0.3, 0.7, 0.6], [0.1, -0.5, -0.6]], "lowdin_charge": [-0.124, -0.396, -0.069, -0.326, 0.100, 0.079, 0.130, 0.166, 0.101, 0.164, 0.140, 0.108, 0.109, 0.000, -0.131, -0.052], "mol_weight_g_mol": 116.12, "smiles": "CO[C@H]1ON=C[C@@H]1N", "total_energy_ev": -11349.565, "homo_ha": -0.3656}

=====

{"formula": "C4H2NO2S", "method": "ωB97M-V/def2-TZVPD", "symbols": ["C", "C", "C", "C", "N", "O", "O", "S", "H", "H"], "coordinates": [[-0.7732, 0.7219, 0.2436], [-0.4861, -1.9860, -0.9314], [1.5870, 1.5165, 0.9749], [-1.7387, -0.0967, 0.3479], [0.0951, 1.5444, 0.2682], [2.3125, 2.2561, 0.3297], [1.7740, 0.7269, 1.8373], [-0.6970, -2.1382, -2.5075], [0.3819, -2.1040, -0.3486], [-2.4554, -0.4411, -0.2141]], "forces_ev_per_a": [[1.3, 1.5, 0.2], [-1.0, 0.7, -1.3], [1.5, 1.3, -3.0], [2.7, -1.7, 1.3], [0.4, 0.1, 0.7], [-0.3, 0.6, 0.1], [-1.0, -1.6, 2.1], [-0.4, 0.3, 1.3], [0.6, 0.2, 1.2], [-3.9, -1.5, -2.6]], "lowdin_charge": [-0.337, -0.578, -0.745, 0.069, 0.176, -0.033, 0.035, 0.528, -0.042, -0.073], "mol_weight_g_mol": 128.13, "charge": -1, "total_energy_ev": -20595.181, "homo_ha": [-0.1538, -0.1099]}